No. 1
Here is a structure of composition C24H31BBrN7O2W from the Open Molecules 2025 dataset. Energies are from ωB97M-V/def2-TZVPD.

Each line ends with the Mulliken spin population.
Atoms and positions in Å:
C -1.53466 -0.85666 -2.80324  0.01
H -3.11773 -4.27456 1.62467  0.00
H 4.44348 -3.13516 0.21155  0.00
H 1.68262 -3.79999 -2.20980  0.00
C 2.65348 -1.08057 -0.31341  -0.01
H -2.46563 -0.19847 2.66491  -0.01
H 1.11274 4.21078 -2.10412  0.00
H 4.84356 -0.83784 -0.22413  0.00
C -1.04920 0.31354 -3.65837  -0.02
C -2.17282 -2.50420 0.86697  0.02
C 3.90681 -3.21133 -0.73292  0.00
H -0.20137 3.13616 -4.25379  0.00
C -0.92155 1.24271 2.73772  0.01
N 2.21329 1.02195 0.12271  -0.02
C -3.41963 0.74925 -0.09935  -0.01
H -0.95334 2.91414 4.18474  0.00
H -5.36787 -3.20190 1.58042  0.00
N 0.44330 2.23442 1.33498  -0.02
H -3.12896 -0.10610 5.00981  0.00
C -0.82986 -0.99821 3.81406  0.01
C 0.62866 3.25373 -2.21028  0.01
C 3.85903 -0.41454 -0.15392  0.00
H -0.80969 -1.11360 -1.96812  0.05
C 1.80449 -2.73862 -1.99481  0.02
C -0.41685 1.42140 -2.87126  0.02
N 0.00439 1.25045 -1.60707  0.01
N -2.29537 -1.24682 0.46095  0.01
C 3.53533 0.90155 0.10174  0.02
H 2.38326 -2.29532 -2.80714  0.00
H -0.18250 -1.34392 3.00311  -0.01
H 0.27499 0.64748 -5.36011  0.00
H 2.00268 -3.04460 0.14167  0.00
H -1.48727 -1.80341 -3.34282  0.00
C 0.24472 3.07906 2.34275  0.03
W -0.54752 -0.08573 -0.14509  1.85
C -3.50376 -0.66345 0.41160  0.04
H 3.77780 -4.26852 -0.95990  0.00
H -0.51180 -0.93165 -5.35209  0.00
N 0.63916 2.38123 -1.20215  -0.05
H -1.85185 1.03972 5.37394  0.00
B 1.40404 2.33746 0.14440  0.04
O -2.17214 1.04334 -0.45916  0.01
H -5.59834 -0.83721 0.75132  0.00
H 0.74997 4.03081 2.35444  0.00
C -4.64030 -1.33579 0.80259  -0.01
C -2.52214 0.69343 4.58613  0.00
H 0.83068 -0.59994 -4.24568  0.00
H 2.10650 3.28903 0.25435  0.00
H -2.52984 -0.73216 -2.38553  0.00
C -0.03786 2.68978 -3.28845  0.00
C -0.05361 -0.17020 -4.72194  0.00
Br -0.38863 -3.05756 0.72965  0.01
H -1.42665 -1.84091 4.16516  0.00
C -4.49805 -2.64490 1.25738  0.02
H -3.18510 1.51206 4.30749  0.00
H 0.81599 -2.28023 -2.00957  -0.04
C -0.61624 2.49440 3.25436  0.01
O -4.36797 1.45790 -0.22816  0.03
N 1.62469 -0.19595 -0.12712  -0.04
C -3.24830 -3.25508 1.29098  -0.01
C 2.53438 -2.53843 -0.67000  0.00
C -1.73565 0.16323 3.39162  0.02
H -0.17668 -0.69271 4.63241  0.00
H 4.15479 1.76874 0.26186  0.00
H 4.52141 -2.77870 -1.52304  0.00
N -0.27274 1.09268 1.55456  0.00
H -1.92549 0.73310 -4.15850  0.00

LUMO level (spin up / spin down) ... -7.619 / -7.635 eV
Highest occupied orbital energy (spin up / spin down) ... -14.6638 / -15.0669 eV
Spin multiplicity ... 3
Orbital gap (spin up / spin down) ... 7.0447 / 7.4318 eV
E ... -112450.070 eV
Total charge ... +2
Energy above the lowest of the compared OMol25 structures with the same formula, charge and spin ... 87.0 kJ/mol



No. 2
Here is a structure of composition C24H31BGeN3O4Pt from the Open Molecules 2025 dataset. Energies are from ωB97M-V/def2-TZVPD.

Each line ends with the Mulliken spin population.
Atoms and positions in Å:
H -0.55511 -4.32535 -0.60673  0.00
C 3.26766 2.06509 0.68801  0.02
H 1.59473 0.27651 2.82382  0.01
H -3.68169 -1.76078 -1.81268  0.00
C -0.08978 -3.54008 -0.00706  0.00
H -0.12935 -1.01512 4.23410  0.00
N 2.26812 1.66326 1.46538  0.05
C -3.63851 0.41404 2.62825  0.00
C -0.41129 -2.16988 -0.57281  0.00
B -0.68034 -0.06689 0.20355  0.34
O -1.91220 -0.37708 -0.30706  -0.07
H -1.51346 2.89351 2.39051  -0.01
H 2.94328 0.53185 -4.67119  0.00
H -0.49174 2.11274 -6.72663  0.01
H 3.07346 2.90016 0.02761  0.00
H -2.79951 -3.52958 0.41599  0.00
Ge -1.86845 0.67399 3.41782  0.03
C 4.50130 1.42544 0.68764  0.01
C 1.29419 1.27959 -5.82477  0.12
H -2.18920 -1.38800 -2.67599  0.00
C -2.71556 -2.45105 0.55677  0.00
H -2.64419 2.17308 5.34232  0.00
H 0.98937 -3.69114 -0.03123  0.00
N 0.79827 1.59611 -1.27089  -0.04
H 1.74451 1.03843 -6.77959  0.01
Pt 0.05027 1.72466 0.63905  0.43
C -0.24789 2.07847 -2.02042  0.19
H -4.09506 -0.49277 3.02935  0.00
C -2.62597 -2.01686 -1.90453  0.00
C 3.63144 -0.13642 2.26112  -0.01
H 3.71446 -1.01855 2.87814  0.00
H -1.61885 -1.84580 3.78163  0.00
C 0.01279 1.89403 -5.79252  0.02
H 5.62628 -0.23545 1.45315  0.00
H -1.56877 2.68230 -4.58345  0.01
H -1.21206 1.26130 5.82837  0.00
H -4.27964 1.26073 2.87569  0.00
H -0.48810 -1.32274 2.52705  0.00
H -2.79573 0.47270 5.80426  0.00
H -3.71867 -2.02521 0.57893  0.00
O 2.87841 0.61754 -1.63334  0.15
H -2.55200 -3.06137 -2.21508  0.00
H -3.57499 0.33208 1.54450  0.00
C 1.81929 1.10785 -2.06495  0.13
C 0.26415 -1.97401 -1.92408  0.00
C -1.93026 -1.80070 -0.57163  0.00
N 6.45166 2.32656 -0.76138  0.00
C 1.36746 1.30994 -3.43323  0.15
O 0.14562 -1.17259 0.31244  0.01
H -0.05242 2.33945 3.20092  0.00
H -2.24632 -2.25983 1.52233  0.00
C -0.92648 -1.05367 3.48851  0.00
C 4.68471 0.29553 1.47401  0.01
H -0.42888 -3.63747 1.02263  0.00
O -1.25058 2.52012 -1.36588  0.28
H -0.03907 -2.73970 -2.64011  0.00
H 1.34335 -2.02583 -1.78069  0.00
C -0.59316 2.21210 -4.60261  0.03
C 1.96430 0.99567 -4.65524  -0.05
C 5.56847 1.92562 -0.14376  0.00
C 0.07350 1.91811 -3.39973  0.16
H 0.04695 -0.99288 -2.34649  0.01
C -0.84189 2.03014 2.49819  -0.02
C 2.44898 0.58101 2.23128  -0.01
C -2.15981 1.19711 5.29243  0.00

LUMO level (spin up / spin down) ... 2.432 / 2.133 eV
Highest occupied orbital energy (spin up / spin down) ... -1.9535 / -5.0365 eV
Spin multiplicity ... 3
Orbital gap (spin up / spin down) ... 4.3859 / 7.1694 eV
E ... -98493.819 eV
Total charge ... -1
Energy above the lowest of the compared OMol25 structures with the same formula, charge and spin ... 0.0 kJ/mol



No. 3
Here is a structure of composition C24H31BrCl2MnNO5S at a distorted geometry from the Open Molecules 2025 dataset. Energies are from ωB97M-V/def2-TZVPD.

Each line ends with the Mulliken spin population.
Atoms and positions in Å:
H -1.26806 -2.48970 0.69136  0.00
O 6.53061 -0.71723 0.37974  0.00
C 5.50597 -0.09637 0.45093  0.01
C -1.77394 -0.95509 -0.74731  0.00
S 2.52400 -0.52556 1.57220  -0.03
C 3.70492 -2.58313 0.14118  0.00
C -1.48694 -1.41987 0.69015  0.00
C -4.66930 3.26401 1.42605  0.00
H 4.87604 -6.45355 0.12403  0.00
H -4.61982 5.02198 -0.66987  0.00
C -6.05548 1.91583 -0.17576  0.00
H -3.76239 0.50460 0.41072  0.00
H -0.06043 3.20927 -3.77299  0.00
H -3.22045 4.00821 -2.02146  0.00
C 4.12088 -4.10513 2.42212  0.00
C -4.92246 2.94508 -0.05488  0.00
C -0.59878 -1.31792 -1.65213  0.01
N 3.49971 0.71239 1.56642  0.10
H 5.41124 1.41973 1.94823  0.00
Br 0.41925 4.12817 0.10145  0.23
H 4.27519 -4.69844 3.31523  0.00
H -3.91042 -1.44771 -0.64223  0.00
O 4.74939 0.16554 -0.62114  -0.08
H -5.57327 3.67796 1.87659  0.00
H -0.47600 -2.40163 -1.67449  0.00
H 0.32768 -0.88122 -1.28563  0.00
C -1.51939 2.80733 -1.65031  0.00
C -3.62997 2.37481 -0.62775  0.00
C 4.92259 0.46451 1.74872  0.01
H 3.24067 -2.46288 3.49182  0.00
Cl 0.15959 2.45698 -1.63701  0.02
C 3.35394 -2.08316 1.38758  0.01
H -5.88080 1.04146 0.45176  0.00
H 6.21499 -5.88960 1.11773  0.00
C 3.54869 -2.84971 2.53013  0.00
C 4.26875 -3.84349 0.04863  0.00
H -6.28358 4.58620 -0.31066  0.00
Cl 4.22271 2.93488 -1.27766  -0.03
C 0.65391 2.71898 -3.13283  -0.18
H 1.65508 2.41702 -3.38303  0.00
H -0.77420 -0.97399 -2.67533  0.00
H -3.86466 3.99272 1.53697  0.00
C -1.03257 1.43914 -1.17959  -0.03
H -5.55901 4.05724 -1.82594  0.00
O 1.47192 1.85325 -1.11830  0.00
H -2.34539 -1.25441 1.34486  0.00
H -3.28223 -1.27854 -2.28678  0.00
Mn 3.18056 1.11969 -0.55109  3.94
H -4.38974 2.36724 1.98091  0.00
C 4.48939 -4.61987 1.18214  0.00
C -2.81825 3.14409 -1.50971  0.01
H -6.17211 1.57842 -1.20695  0.00
H -2.88571 -2.70685 -1.32472  0.00
C -3.04437 -1.62818 -1.27979  0.00
H 4.81125 -6.62964 1.88246  0.00
H 5.16888 -0.21275 2.56782  0.00
C -5.35998 4.22679 -0.76560  0.00
H -0.62428 -0.89970 1.10530  0.00
C -1.97630 0.55567 -0.73431  0.00
O 1.69267 -0.67379 2.73315  0.01
O 1.78993 -0.29895 0.28606  -0.02
H 3.54977 -1.99584 -0.75085  0.02
H -6.99637 2.36563 0.14476  0.00
C 5.12743 -5.97575 1.07040  0.00
H 4.54632 -4.22852 -0.92499  0.00
C -3.17728 1.12333 -0.25652  0.01

LUMO level (spin up / spin down) ... -2.893 / -2.819 eV
Highest occupied orbital energy (spin up / spin down) ... -8.5208 / -8.9145 eV
Spin multiplicity ... 5
Orbital gap (spin up / spin down) ... 5.6274 / 6.0956 eV
E ... -174349.287 eV
Energy above the lowest of the compared OMol25 structures with the same formula, charge and spin ... 1345.0 kJ/mol



No. 4
Here is a cluster of 3 separate species, C24H31FO6 in total at a distorted geometry from the Open Molecules 2025 dataset. Energies are from ωB97M-V/def2-TZVPD.

Each line ends with the natural charge from an NBO analysis.
Atoms and positions in Å:
C -5.27095 -2.60528 3.09237  -0.09
H -6.24965 -3.90213 4.66664  0.25
H 4.09817 3.19184 -0.19618  0.19
H -2.02260 -0.25710 -0.09665  0.24
H 6.33173 3.43255 0.75179  0.18
H 2.26590 -3.56984 3.90344  0.22
C -0.87072 0.59485 -4.79581  -0.25
O -3.79986 -2.88714 4.94800  -0.51
C -1.97106 1.92589 -3.18173  -0.09
H 8.47506 3.58781 -1.84859  0.17
H 0.41274 -0.41431 0.76267  0.23
C 6.23386 3.20911 -0.31498  -0.09
C -7.90428 -2.71469 1.78120  -0.27
H 1.97126 -1.16933 2.38542  0.22
C 1.61773 -3.21434 3.06479  -0.61
O 7.31849 2.35402 -0.66029  -0.55
C 4.90973 0.95360 -2.30844  -0.26
H 7.11152 2.79601 -2.69119  0.18
O -1.36833 1.88315 -4.47110  -0.55
O 0.09457 1.72625 -1.92075  -0.56
H 1.64918 3.07735 -2.09323  0.17
H 4.82810 1.59371 0.01744  0.18
H 2.00663 1.40433 -2.56456  0.19
H 6.29282 4.15349 -0.86518  0.18
H -2.86518 2.55058 -3.26799  0.19
C -2.92682 -1.28750 1.68859  -0.06
H -8.49730 -3.98671 3.50934  0.23
H -1.57008 2.63078 -1.20024  0.19
C -3.88230 -2.51444 3.79700  0.55
C 7.88015 2.67217 -1.92438  -0.26
C -1.03905 2.54881 -2.15393  -0.09
H 0.64499 -3.78409 3.12744  0.21
H 5.86247 0.59076 -1.91784  0.18
H -0.73937 3.55615 -2.45984  0.18
H 1.04502 2.42711 -3.64509  0.18
O 4.66154 2.29972 -1.93435  -0.56
C -6.36710 -3.35204 3.70356  -0.19
H 8.53585 1.85236 -2.21971  0.19
H -8.91283 -2.74545 1.30916  0.24
C 1.29133 -1.64232 3.14665  -0.43
C -4.35723 -1.16023 1.07112  0.54
H -0.28260 0.16740 -3.98097  0.18
C -0.41759 -0.83197 1.37162  -0.21
F -7.08196 -1.35555 -0.03013  -0.30
C -1.31442 -2.02330 3.45303  -0.18
C -1.82955 -0.73021 0.89164  -0.17
C -0.20361 -1.49653 2.65982  0.02
C -7.67211 -3.40794 3.04070  -0.18
H -1.70241 -0.07449 -5.03971  0.17
C 4.89440 2.52839 -0.54832  -0.09
H -0.23103 0.69026 -5.67381  0.19
H 1.44488 -1.24692 4.17915  0.22
H -1.08876 -2.50357 4.43167  0.24
C 1.25331 2.19143 -2.59865  -0.25
C -2.70256 -1.93434 2.99316  -0.14
H 2.05342 -3.49861 2.06711  0.21
H -2.28811 0.92684 -2.86603  0.18
C -5.48852 -1.92957 1.79038  -0.20
H 4.09702 0.31189 -1.95044  0.16
O -4.49033 -0.50710 0.06056  -0.51
C -6.81215 -1.98599 1.15220  0.45
H 4.93853 0.90441 -3.39751  0.19

LUMO level ... -1.084 eV
Highest occupied orbital energy ... -9.1818 eV
Orbital gap ... 8.0977 eV
E ... -40388.739 eV